Density functional theory data (ωB97M-V with the def2-TZVPD basis set) for a single C26H37N5O6 molecule.

```
! wB97M-V def2-TZVPD RIJCOSX def2/J DEFGRID3
* xyz 0 1
C -3.74087 -2.63151 0.07812
C -4.53863 -1.65789 -0.79013
C -5.64942 -0.99316 0.02389
C -5.12916 -2.37444 -2.00516
O -3.70407 -0.55455 -1.21364
C -2.64650 -0.77348 -2.02093
O -2.22428 -1.84914 -2.37016
N -2.14070 0.41822 -2.42949
C -0.83756 0.49598 -3.05491
C 0.26805 0.52218 -1.99870
C 1.66977 0.69036 -2.57649
C 2.71104 1.03298 -1.50706
C 3.00712 -0.10549 -0.52641
N 1.87955 -0.39748 0.31810
C 1.73555 -1.60005 0.88610
O 2.50278 -2.54177 0.74005
C 0.50811 -1.78012 1.69485
N 0.33504 -2.98568 2.30827
C -0.86166 -2.96954 2.92433
N -1.47611 -1.83386 2.74555
C -0.64425 -1.06175 1.97932
C -1.07788 0.28402 1.57497
O -0.36112 1.07879 0.97817
N -2.35761 0.51751 1.94670
C -3.18230 1.60330 1.66596
C -2.82224 2.61466 0.78030
C -3.70649 3.64433 0.51591
C -4.94879 3.68324 1.12533
C -5.30605 2.68241 2.01409
C -4.43145 1.64846 2.28431
C 4.21321 0.27558 0.34830
O 4.11900 0.56687 1.51064
O 5.32085 0.24107 -0.37462
C 6.61633 0.55309 0.20809
C 6.93232 -0.43213 1.33145
C 6.62914 1.99449 0.71437
C 7.59492 0.37980 -0.95318
H -4.39478 -3.42293 0.43418
H -3.31118 -2.11697 0.93469
H -2.93725 -3.07294 -0.50505
H -6.31880 -1.74841 0.42489
H -5.22140 -0.42005 0.84112
H -6.21601 -0.31288 -0.60648
H -4.34039 -2.85209 -2.57940
H -5.83627 -3.13084 -1.67611
H -5.64564 -1.66070 -2.64357
H -2.47013 1.23083 -1.92997
H -0.73462 -0.38588 -3.69068
H -0.80928 1.39379 -3.67775
H 0.20552 -0.41095 -1.43957
H 0.06492 1.34269 -1.30809
H 1.96625 -0.21922 -3.10125
H 1.65722 1.50487 -3.30546
H 2.37221 1.90056 -0.93601
H 3.65058 1.29252 -1.99860
H 3.27499 -1.02087 -1.06819
H 1.23299 0.35235 0.56709
H 1.02451 -3.72156 2.24662
H -1.25653 -3.79047 3.48846
H -2.75910 -0.22944 2.50650
H -1.85085 2.59351 0.31560
H -3.42000 4.42483 -0.17369
H -5.63397 4.48975 0.91283
H -6.27100 2.70634 2.49829
H -4.70780 0.87018 2.98245
H 6.84897 -1.45288 0.96501
H 6.23809 -0.30064 2.15664
H 7.94417 -0.26585 1.69049
H 7.62474 2.24763 1.06779
H 5.92402 2.11434 1.53212
H 6.35611 2.67626 -0.08854
H 7.54546 -0.63758 -1.33141
H 7.34101 1.06104 -1.76106
H 8.60760 0.58638 -0.62017
*
```

Summary:
- SMILES string: CC(C)(C)OC(=O)NCCCC[C@H](NC(=O)c1[nH]cnc1C(=O)Nc1ccccc1)C(=O)OC(C)(C)C
- Energy above the lowest of the compared OMol25 structures with the same formula, charge and spin: 2.09 kcal/mol
- Energy: -1738.32464 Eh
- Frontier orbital gap: 0.329 Ha
- HOMO level: -8.6 eV

Here are the Löwdin charges for atoms 1 to 2, given in e: C -0.0147; C -0.5671

---

Density functional theory data (ωB97M-V with the def2-TZVPD basis set) for 2 unconnected molecules or ions with the total composition C6H12N2O.

```
! wB97M-V def2-TZVPD RIJCOSX def2/J DEFGRID3
* xyz 0 1
C 2.20685 -0.92257 -1.27998
C -2.19602 0.89123 0.17183
C -1.06850 -0.88228 1.59058
N 1.24862 -0.72460 -0.21416
C 1.21845 1.34011 1.04998
C 0.09546 0.09173 -0.42568
C -0.97812 0.03808 0.40930
N 0.09806 0.86359 -1.58273
O 1.33611 1.00345 2.14399
H 1.03615 -1.57899 0.27795
H -0.49736 1.66717 -1.53639
H 0.97289 1.11626 -2.00564
H 2.89564 -1.72475 -0.98648
H 2.79084 0.00021 -1.41944
H 1.72769 -1.17762 -2.24534
H -1.94579 1.94424 -0.02419
H -2.85768 0.87184 1.03049
H -2.76812 0.53422 -0.68834
H -1.46010 -0.34575 2.45286
H -0.10937 -1.29324 1.89732
H -1.74569 -1.71234 1.38406
*
```

Summary:
- Energy above the lowest of the compared OMol25 structures with the same formula, charge and spin: 38.95 kcal/mol
- Energy: -420.52182 Eh
- Frontier orbital gap: 0.301 Ha
- HOMO level: -7.2 eV

Here are the Löwdin charges for atoms 1 to 2, given in e: C -0.1117; C -0.0664